Entry 1:
{
  "formula": "C7H7ClNO3S",
  "method": "the ωB97M-V functional and the def2-TZVPD basis",
  "species": ["C", "C", "C", "C", "C", "C", "C", "N", "O", "O", "O", "S", "Cl", "H", "H", "H", "H", "H", "H", "H"],
  "coordinates": [[-0.833, -1.875, 0.752], [-2.288, -0.513, -0.222], [-0.436, 0.615, -1.305], [-1.597, 0.076, 0.955], [0.719, -0.073, -1.014], [2.010, 1.048, 0.609], [2.084, 0.551, -0.846], [-0.847, -0.739, 1.615], [-0.500, 1.785, -1.654], [-2.022, -1.875, -0.011], [-1.699, -0.109, -1.437], [0.619, -1.721, -0.467], [-1.836, 1.635, 1.529], [-0.865, -2.833, 1.391], [-3.428, -0.504, -0.120], [1.686, 0.259, 1.131], [1.373, 1.851, 0.773], [2.929, 1.274, 0.945], [2.764, -0.176, -1.117], [2.167, 1.325, -1.508]],
  "homo_lumo_gap_ev": 6.2,
  "lumo_energy_ev": 3.3395,
  "e_homo_ev": -2.90,
  "spin_multiplicity": 1,
  "charge": -1,
  "e_tot_ha": -1409.77395
}

=====

Entry 2:
{
  "formula": "C9H14OS",
  "method": "the ωB97M-V functional and the def2-TZVPD basis",
  "species": ["C", "C", "C", "C", "C", "C", "C", "O", "H", "H", "H", "H", "H", "H", "H", "H", "C", "C", "S", "H", "H", "H", "H", "H", "H"],
  "coordinates": [[-0.034, 2.611, -0.030], [0.731, 0.934, -1.767], [0.623, 1.313, -0.428], [1.632, -0.069, -2.114], [2.299, -0.745, -1.098], [1.277, 0.594, 0.575], [2.147, -0.441, 0.247], [3.264, -1.668, -1.425], [-0.041, 1.194, -2.483], [1.917, -0.290, -3.135], [-0.396, 2.655, 0.999], [-0.931, 2.889, -0.592], [1.140, 0.934, 1.591], [3.284, -1.841, -2.368], [2.450, -1.186, 0.972], [0.703, 3.402, -0.191], [-1.043, -1.079, 2.073], [-3.368, -1.196, 0.409], [-1.718, -1.902, 0.613], [-1.843, -0.958, 2.802], [-0.283, -1.775, 2.414], [-0.692, -0.117, 1.734], [-3.359, -0.347, -0.268], [-3.767, -0.882, 1.376], [-3.989, -2.031, 0.094]],
  "homo_lumo_gap_ev": 9.1,
  "lumo_energy_ev": 0.8390,
  "e_homo_ev": -8.26,
  "spin_multiplicity": 1,
  "charge": 0,
  "e_tot_ha": -824.72781
}

=====

Entry 3:
{
  "formula": "C30H75AsF6MnO20P5",
  "method": "the ωB97M-V functional and the def2-TZVPD basis",
  "species": ["Mn", "As", "F", "F", "F", "F", "F", "F", "C", "C", "O", "P", "O", "O", "C", "C", "O", "C", "C", "H", "H", "H", "H", "H", "H", "H", "H", "H", "H", "H", "H", "H", "H", "H", "C", "C", "O", "P", "O", "O", "C", "C", "O", "C", "C", "H", "H", "H", "H", "H", "H", "H", "H", "H", "H", "H", "H", "H", "H", "H", "C", "C", "O", "P", "O", "O", "C", "C", "O", "C", "C", "H", "H", "H", "H", "H", "H", "H", "H", "H", "H", "H", "H", "H", "H", "H", "C", "C", "O", "P", "O", "O", "C", "C", "O", "C", "C", "H", "H", "H", "H", "H", "H", "H", "H", "H", "H", "H", "H", "H", "H", "H", "C", "C", "O", "P", "O", "O", "C", "C", "O", "C", "C", "H", "H", "H", "H", "H", "H", "H", "H", "H", "H", "H", "H", "H", "H", "H"],
  "coordinates": [[0.480, -0.319, -0.417], [1.530, -2.775, -3.032], [0.266, -3.265, -4.174], [1.104, -4.146, -2.044], [2.721, -2.345, -1.840], [1.918, -1.360, -3.959], [0.429, -1.738, -2.106], [2.592, -3.699, -3.971], [6.324, -2.216, 0.966], [4.883, -2.442, 0.509], [4.035, -1.539, 1.305], [3.772, -0.039, 0.785], [2.370, 0.182, 0.284], [3.932, 0.777, 2.170], [5.225, 0.718, 2.852], [4.883, 0.431, 4.254], [4.999, 0.492, -0.094], [4.839, 0.715, -1.552], [6.170, 0.883, -2.287], [6.561, -2.198, 2.048], [6.933, -2.893, 0.424], [6.686, -1.237, 0.630], [4.722, -2.244, -0.555], [4.574, -3.471, 0.804], [5.797, -0.110, 2.424], [5.715, 1.652, 2.671], [4.314, -0.478, 4.179], [5.754, 0.371, 4.929], [4.213, 1.179, 4.736], [4.254, -0.127, -1.980], [4.177, 1.608, -1.686], [6.777, 1.743, -2.001], [6.889, 0.043, -2.040], [6.059, 0.895, -3.348], [-3.887, -3.635, 2.975], [-2.808, -2.739, 3.515], [-1.949, -2.108, 2.522], [-0.594, -2.769, 1.998], [-0.006, -2.061, 0.838], [0.437, -2.840, 3.167], [1.158, -1.484, 3.372], [1.069, -1.060, 4.798], [-1.033, -4.248, 1.782], [0.062, -5.116, 1.232], [-0.359, -6.536, 1.565], [-4.579, -3.823, 3.791], [-4.411, -3.106, 2.096], [-3.580, -4.654, 2.608], [-3.323, -1.905, 3.994], [-2.227, -3.242, 4.311], [2.117, -1.685, 2.964], [0.664, -0.864, 2.675], [1.543, -0.120, 4.910], [0.042, -0.933, 5.163], [1.572, -1.724, 5.528], [-0.075, -5.034, 0.155], [1.090, -4.865, 1.590], [0.125, -7.373, 1.059], [-0.297, -6.784, 2.604], [-1.431, -6.570, 1.280], [1.972, 3.125, 4.054], [1.164, 2.925, 2.864], [-0.045, 2.239, 3.258], [-1.022, 1.953, 2.026], [-0.321, 1.157, 1.047], [-2.236, 1.409, 2.742], [-3.155, 0.750, 1.824], [-4.549, 0.640, 2.311], [-1.416, 3.344, 1.410], [-2.178, 4.293, 2.265], [-3.517, 4.647, 1.646], [2.973, 3.571, 3.853], [1.409, 3.632, 4.818], [2.148, 2.137, 4.461], [0.821, 3.890, 2.396], [1.586, 2.281, 2.085], [-3.116, 1.197, 0.817], [-2.743, -0.220, 1.624], [-4.967, 1.603, 2.363], [-4.937, -0.124, 1.646], [-4.422, 0.260, 3.318], [-2.302, 3.847, 3.270], [-1.562, 5.208, 2.345], [-3.388, 5.326, 0.850], [-4.047, 3.740, 1.294], [-4.091, 5.139, 2.406], [2.314, 2.673, -5.074], [1.068, 1.704, -5.053], [0.032, 2.109, -4.096], [0.143, 2.250, -2.565], [0.865, 1.097, -1.867], [0.910, 3.626, -2.267], [1.644, 3.924, -1.100], [2.588, 4.971, -1.523], [-1.313, 2.403, -2.082], [-2.352, 3.483, -2.279], [-3.564, 3.126, -1.562], [2.878, 2.464, -5.970], [2.097, 3.732, -5.148], [2.965, 2.564, -4.203], [0.545, 1.557, -5.998], [1.478, 0.783, -4.625], [0.929, 4.270, -0.395], [2.180, 3.054, -0.717], [3.297, 5.351, -0.808], [3.085, 4.532, -2.369], [2.022, 5.837, -1.934], [-1.756, 4.301, -1.814], [-2.390, 3.673, -3.341], [-3.428, 2.989, -0.510], [-4.260, 3.950, -1.687], [-3.999, 2.211, -1.918], [-2.976, -4.747, -1.295], [-2.161, -3.532, -1.435], [-2.981, -2.437, -0.946], [-2.801, -0.962, -1.508], [-1.669, -0.224, -0.935], [-2.878, -1.167, -3.082], [-2.002, -0.643, -4.142], [-2.676, 0.414, -4.936], [-4.124, -0.300, -1.145], [-5.446, -0.716, -1.662], [-6.368, 0.450, -1.917], [-3.829, -4.564, -1.919], [-2.399, -5.673, -1.541], [-3.371, -4.908, -0.231], [-1.237, -3.644, -0.865], [-1.951, -3.335, -2.476], [-1.110, -0.166, -3.670], [-1.797, -1.501, -4.806], [-2.200, 0.439, -5.891], [-3.736, 0.119, -5.102], [-2.626, 1.378, -4.521], [-5.235, -1.326, -2.514], [-5.820, -1.455, -0.956], [-5.911, 1.079, -2.667], [-7.375, 0.131, -2.305], [-6.572, 0.920, -1.000]],
  "homo_lumo_gap_ev": [9.9, 11.3],
  "lumo_energy_ev": [-1.3789, -1.3789],
  "s2": 8.752,
  "e_homo_ev": [-11.30, -12.68],
  "spin_multiplicity": 6,
  "charge": 1,
  "e_tot_ha": -8386.20464
}